[1]
The following is a quantum chemistry calculation of a molecular structure, C14H14BF9N6OTi, from the OMol25 dataset.

Summary:
E_LUMO (alpha / beta) in eV: -7.71 / -7.41
Multiplicity: 3
Energy relative to the best compared isomer or geometry (same formula, charge and spin) in eV: 2.388
Charge: +2
E_HOMO (alpha / beta) in hartree: -0.587 / -0.602
HOMO-LUMO gap (alpha / beta) in eV: 8.255 / 8.953
F_max in eV Å⁻¹: 8.1

Positions of all 46 atoms, in Å:
F  -1.68  0.19  3.53
C  -0.62  -0.41  2.94
N  -0.07  2.13  -2.06
H  0.41  1.16  -4.17
N  -0.70  1.95  -0.78
C  -0.15  4.10  -0.91
C  2.43  -0.57  -2.97
Ti  -0.65  0.16  -0.73
H  -1.42  -4.01  -0.22
F  0.03  0.38  5.73
N  -1.23  0.03  -3.06
C  -1.49  -4.49  0.82
F  2.13  -0.21  5.37
F  1.86  1.81  2.47
C  0.96  1.53  3.45
C  -0.60  3.09  -0.05
H  -3.77  -1.66  -4.21
F  -0.22  2.17  3.15
H  -2.08  -3.55  1.09
C  2.12  -1.50  -0.96
B  0.11  0.87  -3.07
F  -0.74  -0.14  1.56
C  0.85  -0.40  4.96
F  0.57  -1.69  5.25
C  -1.95  -0.42  -4.06
H  0.52  3.87  -3.06
H  -1.69  -0.16  -5.04
C  0.16  3.45  -2.13
C  -2.99  -1.21  -2.26
O  1.66  -0.82  2.70
H  2.85  -0.29  -3.93
H  -0.86  3.05  0.98
C  0.77  0.00  3.48
H  2.59  -0.67  3.00
H  -3.57  -1.69  -1.47
F  -0.82  -1.75  3.00
H  -0.59  -3.82  1.05
H  2.13  -2.05  -0.04
N  -1.91  -0.43  -1.86
H  -0.11  5.15  -0.64
N  1.25  -0.14  -2.53
C  3.03  -1.38  -2.00
F  1.45  2.06  4.60
C  -3.03  -1.18  -3.65
N  1.03  -0.74  -1.28
H  4.02  -1.79  -1.98



[2]
The following is a quantum chemistry calculation of a molecular structure, C14H14BeCl3IN2O2, from the OMol25 dataset.

Summary:
E_LUMO (alpha / beta) in eV: -3.56 / -3.31
Energy relative to the best compared isomer or geometry (same formula, charge and spin) in eV: 7.525
Charge: 0
E_HOMO (alpha / beta) in hartree: -0.326 / -0.326
HOMO-LUMO gap (alpha / beta) in eV: 5.314 / 5.565
F_max in eV Å⁻¹: 3.7

Positions of all 37 atoms, in Å:
H  2.57  0.15  -0.59
C  -0.16  -1.48  -1.38
C  -3.51  0.30  -1.42
C  2.01  -2.15  -0.93
O  -0.40  -1.23  1.55
C  0.54  -3.73  -1.99
H  -3.88  2.18  -0.37
H  -1.45  -2.90  -2.33
H  0.30  -4.70  -2.44
H  -0.19  3.15  1.70
H  3.50  0.86  0.71
C  -2.52  -0.64  -1.72
Cl  -1.34  1.34  3.64
H  -1.53  2.37  0.37
C  -3.17  1.40  -0.65
H  2.61  -4.18  -1.42
C  2.80  1.10  -0.09
C  -0.44  -2.74  -1.95
I  1.54  2.36  -3.44
H  0.10  3.51  -0.04
C  -1.20  -0.44  -1.24
C  -0.20  -0.04  3.64
C  1.80  -3.45  -1.44
C  0.14  -0.28  2.09
H  1.40  3.77  1.12
N  1.07  -1.22  -0.93
O  0.97  0.56  1.58
N  -0.90  0.67  -0.58
H  3.25  1.76  -0.85
Cl  1.29  0.35  4.52
Cl  -0.97  -1.43  4.39
Be  1.38  1.68  0.63
C  -1.84  1.54  -0.25
H  -4.53  0.13  -1.78
H  -2.74  -1.53  -2.29
C  0.54  3.13  0.89
H  2.99  -1.88  -0.53



[3]
The following is a quantum chemistry calculation of 2 unconnected molecules or ions with the total composition C14H14Br2Cl2F4NO6S2, from the OMol25 dataset.

Summary:
E_LUMO in eV: -0.58
Charge: -1
E_HOMO in hartree: -0.251
HOMO-LUMO gap in eV: 6.247
F_max in eV Å⁻¹: 8.5

Positions of all 45 atoms, in Å:
C  -6.18  3.05  -0.08
C  -0.95  0.44  -1.17
C  -2.44  -0.12  -1.68
S  6.85  -1.86  -0.49
H  0.49  -3.26  -1.97
C  1.14  1.35  1.46
C  0.93  -1.47  -0.46
Cl  1.73  0.61  -2.40
O  6.05  -2.64  -1.42
O  8.02  -4.72  -0.08
C  0.41  2.28  0.30
C  -3.64  -0.02  -0.51
H  -4.90  0.28  2.07
N  8.39  -2.17  -0.41
O  -2.65  3.64  0.12
Br  -3.96  2.50  3.03
H  -5.66  2.59  -1.05
C  -3.66  1.20  0.39
Cl  2.80  -1.62  -0.50
H  -5.47  3.88  0.33
H  1.17  2.66  -0.54
C  -2.46  2.32  0.08
H  1.97  0.64  1.05
Br  -7.42  0.30  0.51
O  6.19  -1.45  0.75
H  0.52  -1.23  0.61
H  -7.28  3.39  -0.27
F  0.06  0.70  2.23
C  0.34  -2.98  -0.84
H  -0.84  -2.89  -0.69
O  10.08  -3.67  0.76
C  0.37  -0.41  -1.63
C  -0.98  1.64  -0.30
F  8.00  -3.25  1.80
S  8.67  -3.50  0.38
H  0.72  -3.81  -0.09
H  -6.79  2.35  2.02
H  -0.01  -1.14  -2.51
F  -4.57  -1.17  -0.40
F  6.90  -0.46  -1.26
H  1.66  2.13  2.21
O  -2.65  -0.60  -2.91
C  -6.25  1.87  1.07
C  -4.78  1.36  1.60
H  0.08  3.28  0.87